283
Properties=species:S:1:pos:R:3:mulliken_charge:R:1 method="wB97M-V/def2-TZVPD" largest_force_ev_per_a=10.1 energy_ha=-7565.64805 homo_energy_ev=-14.30 multiplicity=1 total_charge=+3
S 2.1534 -1.3655 -21.5214 0.0352
S 1.8098 -3.4034 -20.3601 -0.6258
S -2.8700 0.7911 -22.4598 0.5238
S -3.6405 3.0800 -22.9590 0.3508
P 5.8842 -3.6287 -22.6413 1.0170
P 3.0416 -8.9702 -17.6308 1.3549
P -5.5087 -5.0084 -22.1665 1.0059
P -0.5019 2.3481 -25.8925 0.8986
P -1.2699 3.0434 -17.6411 0.5404
F -1.3341 0.5857 -21.9944 -0.0337
F 1.9985 -1.4976 -23.1373 -0.3073
F -3.4043 4.1601 -24.2063 -0.3241
F 2.4387 -4.9107 -20.1979 -0.0974
O -3.2183 3.8703 -21.8120 -0.2615
O -5.0230 2.6285 -23.0334 -0.5763
O -3.5212 1.0380 -21.1763 -0.2201
O -3.1237 -0.4818 -23.1113 -0.8430
O 0.8121 -0.9931 -21.0532 -0.3041
O 0.4181 -3.7253 -20.7510 -0.0810
O 3.1774 -0.3553 -21.4841 -0.3133
O 2.0176 -2.8568 -19.0237 -0.4080
N -2.6100 2.1719 -23.5549 0.2817
N 2.7566 -2.9654 -21.4034 0.2711
C -0.7347 1.8475 -16.4493 -1.2930
C 5.5372 -0.0958 -24.9757 -1.0948
C -2.1593 2.7299 -26.6081 -1.1224
C 6.1083 -3.3439 -20.8508 0.7043
C 1.9455 -9.6171 -21.6051 -1.0654
C 5.2864 -1.0508 -18.9391 -0.8667
C 0.7834 -8.8318 -20.9266 -0.8117
C 3.0481 -5.9200 -24.7272 -1.1796
C -0.0089 5.8574 -23.7116 0.0426
C 6.2996 -0.9061 -20.0865 -0.0396
C -5.3385 2.1456 -17.0506 -0.1413
C -8.8653 -7.1024 -20.9199 -0.8369
C 4.5316 -5.4739 -24.4489 -0.7009
C -0.3396 -1.8565 -26.2938 -0.0608
C -4.2891 -5.5150 -23.4444 -1.4049
C 2.0866 -9.9948 -15.1484 -0.5680
C 4.8016 -5.0851 -22.9614 1.3845
C 7.6543 -3.9553 -23.2474 -1.2590
C -6.9385 -6.1313 -22.2484 -0.9807
C 1.1186 -8.0741 -19.6537 0.8437
C -3.0915 6.1870 -18.2080 -0.1417
C 3.2803 2.7032 -20.4509 -1.2329
C 4.3561 -9.4422 -18.7895 -1.1875
C 3.2469 -6.0015 -17.4311 0.6996
C -3.7149 6.9771 -19.4502 -1.1814
C -1.5430 5.8342 -18.3627 -0.2962
C 6.9956 -2.2557 -20.3294 -1.0006
C 0.6029 2.7666 -27.3439 -1.2167
C -2.3870 2.4889 -28.0961 -0.1129
C -0.9715 4.8486 -17.3357 -1.1131
C -5.0268 2.4327 -28.1589 -1.2370
C -2.6116 -1.9806 -19.4877 -1.2297
C 0.3251 -3.0070 -27.0930 -1.4039
C 5.4608 -4.7125 -17.2630 -1.0116
C -3.4301 -4.2813 -20.4069 -0.7722
C 8.2208 -6.4037 -23.0738 0.3879
C -0.7765 0.3793 -16.9686 0.3791
C 0.1293 -0.5329 -16.0589 -0.9558
C 1.3968 -8.9522 -18.4122 -1.4303
C -0.4251 2.7572 -19.2041 0.0670
C -7.5617 -6.3748 -20.8505 -0.3171
C 6.2676 -8.6611 -20.3009 0.6664
C -3.6076 -2.7404 -20.3381 1.7649
C -4.7673 -5.0172 -20.4824 -1.3351
C 1.9908 -11.0370 -14.0786 -0.7690
C -3.0109 2.7256 -18.0168 -0.2634
C -1.8358 -5.0775 -24.0907 0.5254
C -4.0175 2.6965 -16.7652 -0.4792
C -0.2119 0.5471 -25.5307 -0.5765
C -1.6281 -6.3979 -24.8833 -1.4819
C 2.8695 2.9035 -28.3289 -0.7796
C 3.9685 -4.7040 -16.9237 -0.1694
C 4.6951 0.7768 -24.0834 -0.4657
C 5.3300 -2.1369 -23.5556 0.4980
C -6.3152 1.9209 -15.9307 -1.5336
C -10.0181 -6.6432 -21.8184 -1.1672
C -6.0770 -3.2744 -22.5612 -0.2112
C 1.9400 -4.9998 -24.3008 1.0955
C 1.7601 -12.4371 -14.6520 -1.1386
C -3.2599 -4.5450 -24.1061 0.7797
C 0.0368 -2.0438 -16.4126 -0.8078
C -6.3427 -0.3555 -21.4616 -0.4494
C 5.3309 -8.3091 -19.2051 0.4059
C 7.5512 -9.2509 -19.7417 -1.7163
C 3.0754 -10.2393 -16.3289 -0.7722
C -7.4858 -1.3299 -21.7013 -1.3493
C -0.0519 -0.4155 -26.7689 -0.3506
C 1.1430 2.6664 -19.0911 -1.1941
C 1.7554 2.8063 -20.4774 0.7199
C -0.0196 7.3477 -24.0331 -1.6285
C 6.3169 -1.1792 -24.2719 -0.8213
C 0.1042 3.4438 -24.5267 -0.7298
C 2.0634 2.7284 -27.0116 0.1350
C 3.4178 -7.3127 -16.7412 -1.3153
C 0.2014 4.9508 -24.9311 -0.7691
C 9.2085 -7.4758 -22.4058 -1.2333
C -7.0884 -2.7432 -21.4888 -0.2843
C 3.0575 1.6042 -29.0095 -1.0781
C -3.7210 3.0985 -28.5540 -0.7888
C 8.5855 -4.9875 -22.6998 -0.9653
H 2.8539 -7.2302 -15.8121 0.6272
H 1.9475 -4.8201 -23.2257 -0.2651
H -2.9559 2.3351 -25.9775 0.3991
H -3.5223 6.3820 -20.3429 0.1477
H 4.5509 -2.4330 -24.2580 0.7590
H -3.6453 -6.2586 -22.9748 0.5730
H -5.1512 2.1724 -27.1078 0.2382
H 1.5916 1.8284 -18.5576 0.2155
H -1.8015 0.0086 -16.9687 0.3322
H 2.8908 -6.8581 -24.1949 0.2304
H -0.7750 1.8119 -19.6189 -0.4890
H 6.9892 -0.2050 -19.6163 0.5832
H 3.9082 -4.7928 -22.4096 -0.9277
H 5.0871 -3.2170 -20.4914 -0.7370
H 1.3988 1.9946 -21.1116 -0.2650
H 0.1285 -2.8772 -28.1572 0.4960
H 1.8158 -7.2516 -19.8134 -0.6571
H -2.6637 -4.7053 -21.0558 -0.0972
H -3.6538 5.3324 -17.8319 -0.1169
H 0.9818 -5.3816 -24.6532 -0.3789
H 0.8212 -2.7313 -16.0960 0.3857
H 0.8676 -12.3351 -15.2693 0.3057
H -0.9598 5.6900 -23.2057 0.1391
H -5.9198 3.0487 -28.2647 0.3835
H -9.6004 -6.4665 -22.8095 0.3260
H 8.0801 -6.4013 -24.1547 0.3699
H 4.4507 -7.3140 -16.3932 0.5071
H -10.5585 -5.8240 -21.3439 0.2900
H 6.3530 0.4176 -25.4846 0.4294
H -6.0024 -0.3519 -20.4260 0.1939
H -1.3328 5.1339 -16.3477 0.6261
H 5.7044 -5.0263 -18.2780 -0.0824
H 0.7474 -8.8417 -17.5438 0.5488
H -6.7144 -2.8123 -20.4673 0.2864
H -7.6506 -5.4404 -20.2963 0.3513
H 6.8972 -1.7766 -24.9751 0.5205
H 7.2294 -10.1446 -19.2070 0.3754
H 4.8816 -10.3071 -18.3848 0.8465
H -3.4860 -2.4151 -21.3713 -0.6704
H 1.6715 -10.0328 -22.5748 0.4788
H 4.6916 -7.4893 -19.5328 -0.6074
H -5.1730 1.4890 -28.6844 0.3236
H 7.7955 -1.9707 -21.0128 0.1940
H -0.5503 5.1384 -25.6979 0.4723
H 0.3728 -8.2546 -21.7550 0.2662
H 5.7496 -9.2971 -21.0187 0.4712
H 1.0730 3.0477 -24.2224 0.9588
H 0.4013 1.9802 -28.0713 0.6494
H 9.5769 -4.6836 -23.0358 0.4772
H 0.9485 -0.3828 -27.2005 0.1309
H -8.0186 -1.0927 -22.6221 0.4244
H -1.4259 -1.9397 -26.3269 0.3844
H -2.6585 -2.3079 -18.4490 0.6209
H 0.7189 0.4862 -24.9666 0.3760
H -2.2398 -7.2177 -24.5065 0.4377
H -6.6071 0.7019 -21.4544 0.5581
H -0.7850 7.7309 -24.7080 0.3523
H -5.4541 -0.5301 -22.0681 -0.1856
H 2.3806 3.5922 -26.4274 0.1058
H 5.1100 0.9719 -23.0946 0.2829
H 0.3306 2.0032 -16.2787 0.6197
H -1.8014 -6.1030 -25.9182 0.3247
H 5.8228 -3.7270 -16.9698 0.4108
H -3.1807 -3.5974 -23.5734 -0.7654
H -0.1123 -3.9671 -26.8193 0.1567
H -2.4039 1.4155 -28.2845 0.1950
H -7.3345 1.7573 -16.2804 0.4061
H 7.4009 -2.6640 -19.4036 0.6004
H 6.4547 -7.7880 -20.9261 -0.7627
H -3.1626 6.8779 -17.3679 0.4751
H 8.1979 -9.6135 -20.5408 0.4527
H 3.7557 2.6523 -21.4305 0.3351
H -0.1960 -0.2733 -15.0515 0.4594
H 0.1599 -2.1188 -17.4930 -0.0404
H 0.8074 5.6587 -23.0170 0.0615
H 0.9546 7.8097 -24.1926 0.3704
H -5.1223 -2.7768 -22.7314 -0.5558
H -9.2836 -7.1502 -19.9145 0.4202
H -1.4323 5.4363 -19.3714 -0.0825
H 1.5525 3.4732 -18.4833 0.5421
H -3.4000 3.4364 -18.7457 0.7998
H 4.9036 -1.6287 -22.6908 -1.0548
H -5.2786 1.1707 -17.5344 0.1111
H -0.0076 -2.0182 -25.2682 -0.0878
H -4.7894 7.0667 -19.2909 0.4027
H 1.0372 -10.0324 -15.4405 0.2482
H -2.2341 3.8160 -26.5548 0.4167
H -1.1015 6.8176 -18.2010 0.5743
H -4.8358 -6.0736 -24.2041 0.5641
H 2.8638 -11.1260 -16.9265 0.6809
H -4.5636 -2.4473 -19.9042 -0.2758
H 4.1028 -10.2066 -15.9663 0.5176
H -6.1003 1.1458 -15.1951 0.3316
H -0.6983 -0.2112 -27.6224 0.3549
H -3.1167 1.7643 -18.5197 -0.1913
H 7.0925 -0.6887 -23.6837 0.2832
H 0.2333 3.7325 -27.6883 0.7508
H -1.5709 2.9055 -28.6865 0.3283
H 9.0653 -8.4983 -22.7554 0.3785
H 2.3881 -10.3990 -20.9880 0.3669
H -3.5519 3.0098 -29.6272 0.4281
H -5.8439 2.7384 -17.8130 0.3377
H 0.1009 5.0395 -17.2955 0.5762
H -6.6471 -7.0138 -22.8179 0.6421
H 2.2875 -9.0312 -14.6800 0.1090
H 1.2429 5.0773 -25.2265 0.2256
H 4.2954 1.6789 -24.5467 0.5522
H 8.0963 -8.5064 -19.1615 0.4083
H -8.2284 -1.0606 -20.9503 0.3917
H -3.7510 4.1737 -28.3777 0.4158
H 2.1693 -5.9052 -17.5638 0.4384
H 7.5613 -3.9597 -24.3334 0.6269
H -7.7679 -5.7083 -22.8153 0.3371
H 6.0421 -0.2521 -20.9196 -0.2305
H 7.2452 -6.6204 -22.6388 -0.3909
H 3.8645 0.1226 -23.8185 -0.2607
H 8.0713 -2.9697 -23.0406 0.5737
H 5.7690 -1.4377 -18.0417 0.4450
H 2.3718 3.5750 -29.0285 0.3325
H -5.4957 -4.6124 -19.7798 0.6876
H 2.7247 -8.8664 -21.7372 0.0958
H -3.0224 -4.4095 -19.4042 0.6876
H 3.4316 -3.8267 -17.2846 -0.2903
H 3.6035 1.7683 -19.9929 -0.0846
H -7.9574 -3.3673 -21.6971 0.2637
H 2.8183 -11.1407 -13.3767 0.4116
H -1.5485 -5.2345 -23.0511 -0.1146
H -3.5207 2.1766 -15.9461 0.1442
H 10.2159 -7.0651 -22.4739 0.4242
H -0.4048 3.1150 -23.6207 0.4395
H 0.2086 -7.5322 -19.3961 0.3911
H 3.7720 3.4668 -19.8482 0.4413
H -4.5469 -6.0529 -20.2242 0.6191
H -8.6038 -8.1420 -21.1174 0.3746
H 3.8445 3.3641 -28.1696 0.4044
H 1.4975 3.7004 -21.0450 0.1786
H 1.6049 -13.1709 -13.8610 0.3943
H -3.5109 -4.3633 -25.1511 0.6780
H -1.3175 1.8701 -15.5284 0.7172
H -1.1542 -4.3189 -24.4755 -0.3812
H 3.6060 1.7131 -29.9451 0.4338
H 3.4533 -6.2436 -18.4736 -1.0024
H -10.7248 -7.4529 -22.0003 0.4016
H 2.1629 1.0822 -29.3493 0.2686
H 5.1554 -5.9960 -22.4785 -0.1927
H 1.1583 -0.1732 -16.0548 0.3886
H -0.9120 -2.4777 -16.0969 0.3598
H 1.2419 -9.9752 -18.7552 0.5716
H 1.4112 -3.0930 -27.0586 0.2933
H 4.7503 -0.1158 -18.7763 0.2668
H 5.9096 -7.9179 -18.3683 0.4245
H -4.2541 3.6844 -16.3699 0.2644
H -0.6186 -6.8021 -24.8076 0.3710
H -6.4213 2.8665 -15.3991 0.3587
H -0.9887 0.1271 -24.8917 0.2161
H 2.3929 1.7967 -26.5517 -0.1613
H 4.5910 -4.5249 -24.9818 0.3015
H 6.3169 -4.3406 -20.4620 0.4440
H 9.0057 -7.5808 -21.3400 0.1658
H 8.5943 -4.7541 -21.6351 0.2959
H -3.2798 7.9686 -19.5759 0.3467
H 3.7975 -4.5814 -15.8542 0.5494
H 3.8858 -9.9097 -19.6545 0.1617
H 2.8832 -6.1241 -25.7851 0.5744
H -0.3164 7.8465 -23.1105 0.4512
H 4.5222 -1.8137 -19.0876 -0.1151
H 4.8950 -0.5532 -25.7283 0.3474
H 3.5341 0.8479 -28.3857 0.1526
H 5.3023 -6.0588 -24.9510 0.4794
H 0.0199 -9.6014 -20.8131 0.3749
H 2.6130 -12.7343 -15.2622 0.2423
H -0.5179 3.5869 -19.9050 0.7465
H 1.1843 -10.7936 -13.3869 0.3963
H -0.5931 0.2881 -18.0392 -0.1717
H -6.6090 -3.4220 -23.5011 1.0073
H -6.8864 -7.0033 -20.2699 0.2757
H 6.0579 -5.3499 -16.6108 0.5178
H -2.5288 -0.9093 -19.6709 0.0058
H -1.5888 -2.1547 -19.8218 -0.1942
H 2.0847 -4.0250 -24.7666 -0.2461